2 unconnected molecules or ions with the total composition C30H22Cl2O2 in a non-equilibrium geometry. Source: the OMol25 dataset; level of theory: ωB97M-V with the def2-TZVPD basis set.

XYZ file:
```
56
Properties=species:S:1:pos:R:3
Cl 5.44 4.10 -1.53
C 4.25 3.23 -0.65
C 3.09 3.90 -0.20
C 2.09 3.17 0.41
C 2.20 1.77 0.62
C 1.14 1.05 1.25
C 1.32 -0.14 1.95
C 0.32 -0.64 2.78
C 0.38 -1.90 3.46
C -0.64 -2.25 4.40
C -0.66 -3.51 4.99
C 0.34 -4.44 4.67
Cl 0.31 -5.99 5.39
C 1.37 -4.11 3.78
C 1.39 -2.85 3.19
C 3.40 1.13 0.21
C 4.41 1.86 -0.43
H 2.99 4.97 -0.37
H 1.17 3.67 0.73
H 0.18 1.55 1.33
H 2.29 -0.65 1.93
H -0.56 -0.02 2.96
H -1.42 -1.52 4.62
H -1.43 -3.78 5.70
H 2.15 -4.83 3.56
H 2.18 -2.60 2.47
H 3.52 0.07 0.38
H 5.31 1.36 -0.79
C 0.34 3.02 -5.53
C -0.63 2.03 -5.33
C -0.88 1.54 -4.04
C -0.19 2.05 -2.93
C -0.62 1.75 -1.50
C -0.92 0.39 -1.18
C -1.79 0.04 -0.10
C -2.64 -1.21 -0.26
C -3.24 -1.55 -1.48
C -4.20 -2.57 -1.53
C -4.57 -3.26 -0.37
C -3.95 -2.94 0.85
C -2.98 -1.93 0.89
O -1.95 0.71 0.94
O -0.72 2.71 -0.71
C 0.79 3.03 -3.15
C 1.06 3.51 -4.43
H 0.53 3.41 -6.53
H -1.20 1.63 -6.17
H -1.64 0.76 -3.87
H -0.65 -0.39 -1.90
H -2.97 -1.00 -2.38
H -4.67 -2.81 -2.49
H -5.32 -4.05 -0.40
H -4.22 -3.47 1.77
H -2.50 -1.68 1.84
H 1.33 3.42 -2.29
H 1.83 4.27 -4.57
```

Total charge: 0
Frontier orbital gap in eV: 4.419
HOMO energy in Ha: -0.26165

Atomic partial charges in e from the Mulliken method, atoms 1 to 5: Cl -0.197; C 0.519; C -0.645; C -0.260; C 0.646

=====

A molecular structure, C30H23BrN6O3Zr. Source: the OMol25 dataset; level of theory: ωB97M-V with the def2-TZVPD basis set.

XYZ file:
```
64
Properties=species:S:1:pos:R:3
Zr -0.42 0.07 -0.11
O -1.32 2.15 -3.65
C -0.97 1.32 -2.83
N -1.54 1.03 -1.62
C -2.84 1.47 -1.24
C -3.50 2.52 -1.89
C -4.76 2.92 -1.47
C -5.37 2.33 -0.38
C -4.71 1.31 0.28
C -3.47 0.84 -0.15
N -2.98 -0.22 0.65
C -2.32 -1.30 0.46
O -1.53 -1.57 -0.58
C -1.91 -2.06 1.68
C -2.49 -3.19 2.22
C -1.88 -3.72 3.35
C -0.75 -3.10 3.87
C -0.24 -1.98 3.24
N -0.82 -1.45 2.16
C 0.24 0.47 -3.11
C 0.78 0.44 -4.38
C 1.86 -0.40 -4.62
C 2.37 -1.15 -3.58
C 1.78 -1.05 -2.33
N 0.73 -0.25 -2.09
H -3.03 3.00 -2.73
H -5.26 3.72 -2.01
H -6.35 2.65 -0.05
H -5.16 0.83 1.14
H -3.36 -3.63 1.77
H -2.28 -4.60 3.83
H -0.26 -3.49 4.75
H 0.65 -1.48 3.61
H 0.34 1.06 -5.15
H 2.30 -0.46 -5.61
H 3.20 -1.82 -3.72
H 2.17 -1.62 -1.49
Br 3.65 -5.37 3.24
C 3.10 -3.76 2.44
C 3.61 -2.56 2.90
C 3.19 -1.37 2.32
C 2.27 -1.40 1.28
C 1.74 -2.60 0.84
C 2.16 -3.79 1.41
N 1.79 -0.19 0.68
C 2.60 0.79 0.50
C 2.15 2.05 -0.08
C 3.08 3.02 -0.41
C 2.62 4.21 -0.97
C 1.26 4.36 -1.18
C 0.40 3.31 -0.86
N 0.83 2.18 -0.32
H 4.32 -2.55 3.71
H 3.57 -0.43 2.71
H 0.98 -2.64 0.06
H 1.77 -4.74 1.06
H 3.66 0.69 0.73
H 4.13 2.86 -0.22
H 3.31 5.00 -1.23
H 0.85 5.27 -1.61
H -0.66 3.39 -1.06
O -0.86 1.38 1.72
H -1.47 0.96 2.35
H -0.95 2.34 1.77
```

Total charge: +2
Frontier orbital gap in eV: 6.325
HOMO energy in Ha: -0.49612

Atomic partial charges in e from the Mulliken method, atoms 1 to 5: Zr -0.102; O -0.645; C 0.103; N 0.850; C 0.915